Entry from OMol25: C8H10O12P2W as an isolated structure at a distorted geometry (ωB97M-V/def2-TZVPD).

Geometry as XYZ:
```
33
Properties=species:S:1:pos:R:3:lowdin_charge:R:1
W 0.026 -1.226 0.456 1.99
O 2.126 -1.376 -3.123 0.38
C 1.408 -0.801 -2.461 -0.16
O 1.095 -1.501 -0.911 -0.23
C 0.618 0.466 -2.371 -0.06
C 0.948 1.267 -1.080 -0.16
C 0.553 2.718 -1.247 -0.05
C -0.995 2.638 -1.309 -0.04
C -1.278 1.167 -1.066 -0.16
O -0.135 0.767 -0.167 -0.22
C -0.947 0.278 -2.269 -0.05
C -1.334 -1.181 -2.011 -0.44
O -1.436 -2.029 -2.814 0.27
O -1.474 -1.425 -0.626 -0.16
H 0.899 1.024 -3.265 0.19
H 1.915 1.070 -0.624 0.18
H 1.003 3.152 -2.138 0.15
H 0.890 3.291 -0.387 0.14
H -1.401 2.951 -2.269 0.15
H -1.455 3.248 -0.537 0.14
H -2.209 0.931 -0.561 0.18
H -1.433 0.593 -3.190 0.19
O -1.265 -3.642 3.293 0.06
P -0.464 -2.528 2.648 0.33
O -1.227 -1.318 2.037 -0.31
O 0.210 -2.997 1.314 -0.27
O 0.610 -1.950 3.626 -0.17
P 1.407 -0.509 3.285 0.38
O 0.320 0.578 3.559 -0.05
O 2.695 -0.417 3.911 -0.13
O 1.350 -0.636 1.678 -0.37
H -1.477 -3.680 4.240 0.16
H 0.457 1.077 4.382 0.14
```

The gap between HOMO and LUMO is 8.40 eV. The calculation puts the energy above the lowest of the compared OMol25 structures with the same formula, charge and spin at 6.3 kcal/mol. Its charge is +2. As for the lowest unoccupied orbital energy: -0.36367 Eh.